Entry 1:
Below is 9 unconnected molecules or ions with the total composition C16H39BNO34P2S9 at a distorted geometry, with properties calculated with ωB97M-V/def2-TZVPD.

Summary:
Total energy, eV: -205090.388
Max |F|, eV Å⁻¹: 6.01
Frontier orbital gap, eV: 4.8
LUMO, eV: 1.1
Charge: -1

Each line ends with the Löwdin charge.
Geometry (Å):
N -0.16394 6.23934 -2.49849  -0.411
P -0.08402 4.66457 -2.01315  0.640
B 1.68806 4.38741 -1.34263  -0.787
P 2.36594 2.60857 -1.53250  0.318
O 4.07174 2.67403 -1.04301  -0.388
O 2.37744 2.01066 -3.17453  -0.332
S 1.53357 1.28370 -0.35709  0.259
H -0.42246 6.27810 -3.52592  -0.070
H -1.04600 4.50074 -0.92774  -0.046
H -0.41354 3.83592 -3.17681  -0.010
H 2.44408 5.11878 -1.90256  -0.003
H 1.69285 4.63511 -0.17367  0.012
H 4.12124 3.49657 -0.44378  0.091
H 3.23551 1.47457 -3.28018  0.073
C -0.32335 -0.40228 4.98269  -0.176
C -1.46639 -0.42255 3.97138  -0.175
O -1.03564 0.41937 2.90441  -0.192
S 0.58639 0.31460 2.76858  0.618
O 0.89112 -0.63685 1.72311  -0.331
O 1.13490 1.65044 2.80149  -0.265
O 0.87308 -0.39988 4.20567  -0.202
H -0.34271 0.51431 5.58105  0.129
H -0.34467 -1.27015 5.64723  0.130
H -2.40465 -0.05754 4.39589  0.137
H -1.61730 -1.42919 3.56736  0.099
C -2.16010 5.50385 2.02110  -0.142
C -3.28311 5.39547 0.99308  -0.175
O -4.07984 4.29496 1.42536  -0.191
S -4.03640 4.21682 3.05399  0.678
O -5.21921 4.87034 3.56878  -0.248
O -3.64601 2.87994 3.43705  -0.237
O -2.76599 5.21336 3.27955  -0.289
H -1.38301 4.75517 1.83630  0.137
H -1.70875 6.49951 2.03599  0.145
H -2.90682 5.22530 -0.01847  0.108
H -3.91247 6.29168 1.00101  0.130
C -3.83956 5.31138 8.47979  -0.181
C -4.98261 5.29111 7.46848  -0.174
O -4.55186 6.13303 6.40151  -0.192
S -2.92982 6.02826 6.26568  0.717
O -2.62510 5.07681 5.22021  -0.245
O -2.38132 7.36410 6.29859  -0.227
O -2.64314 5.31378 7.70277  -0.193
H -3.85893 6.22797 9.07815  0.129
H -3.86089 4.44351 9.14433  0.133
H -5.92087 5.65612 7.89299  0.135
H -5.13352 4.28447 7.06446  0.135
C 8.88545 2.76522 -1.51790  -0.179
C 8.91866 2.59383 -3.03422  -0.185
O 7.57632 2.80946 -3.46365  -0.193
S 6.87023 3.89411 -2.47097  0.717
O 6.94742 5.19552 -3.09666  -0.251
O 5.63486 3.32842 -1.98081  -0.256
O 7.97719 3.83827 -1.27539  -0.190
H 8.49176 1.86856 -1.02844  0.134
H 9.87116 2.99982 -1.10729  0.132
H 9.26469 1.60171 -3.33378  0.133
H 9.54980 3.35607 -3.50323  0.128
C -1.48014 -4.24748 0.87108  -0.155
C -1.31943 -5.71304 1.26609  -0.173
O -1.47962 -5.73748 2.68261  -0.195
S -2.52690 -4.56515 3.11769  0.681
O -3.83415 -5.16325 3.27416  -0.244
O -1.90561 -3.75305 4.13793  -0.246
O -2.51162 -3.73649 1.71377  -0.189
H -0.56445 -3.68228 1.07258  0.137
H -1.75451 -4.13115 -0.18080  0.142
H -0.34494 -6.11676 0.98120  0.139
H -2.11094 -6.32885 0.82608  0.114
C 5.48310 8.08253 -3.65192  -0.182
C 4.67162 7.83884 -4.92150  -0.179
O 3.31776 7.73930 -4.48571  -0.191
S 3.10755 8.70148 -3.18554  0.666
O 2.54095 9.95291 -3.63721  -0.256
O 2.52835 7.91330 -2.12267  -0.233
O 4.68339 8.94895 -2.84882  -0.203
H 5.63762 7.15093 -3.09803  0.104
H 6.45137 8.54418 -3.86312  0.133
H 4.97692 6.92835 -5.44263  0.134
H 4.74442 8.69109 -5.60539  0.125
C -2.65960 -10.57168 -0.69905  -0.167
C -3.64042 -9.42561 -0.46618  -0.161
O -2.89260 -8.23777 -0.71635  -0.208
S -1.77762 -8.54595 -1.86626  0.683
O -2.30703 -8.10523 -3.13772  -0.226
O -0.48387 -8.13953 -1.36885  -0.233
O -1.86569 -10.17308 -1.81530  -0.294
H -1.99570 -10.70325 0.16145  0.136
H -3.16984 -11.51497 -0.91148  0.130
H -4.04246 -9.42138 0.54975  0.138
H -4.46662 -9.46197 -1.18410  0.135
C -3.05861 -12.12440 -6.52653  -0.173
C -2.76382 -13.37737 -5.70624  -0.178
O -1.77340 -12.97999 -4.76076  -0.190
S -2.00934 -11.41331 -4.37311  0.718
O -2.75919 -11.36216 -3.13770  -0.249
O -0.76786 -10.70182 -4.57038  -0.207
O -3.02029 -11.04266 -5.59724  -0.183
H -2.28208 -11.95441 -7.27929  0.134
H -4.03487 -12.17188 -7.01635  0.136
H -2.39939 -14.20258 -6.32266  0.136
H -3.64993 -13.70219 -5.15068  0.131

***

Entry 2:
Below is C2H4N2S3 in the gas phase at a distorted geometry, with properties calculated with ωB97M-V/def2-TZVPD.

Summary:
Total energy, eV: -37622.936
Energy above the lowest of the compared OMol25 structures with the same formula, charge and spin, kJ/mol: 143.59
Max |F|, eV Å⁻¹: 5.38
Frontier orbital gap, eV: 8.0
LUMO, eV: 0.5
Charge: 0
SMILES: NSC1=NSSC1

Each line ends with the Löwdin charge.
Geometry (Å):
N -1.18162 1.50846 0.38630  -0.355
S -0.85149 -0.07329 -0.02571  0.888
C 0.89071 0.04101 -0.02446  -0.723
N 1.57164 1.22678 0.08465  -0.470
S 3.19645 1.25585 0.09554  0.521
S 3.47188 -0.84393 0.13673  0.476
C 1.66121 -1.24951 0.03878  -0.520
H -1.98410 1.64116 1.02923  0.061
H -0.78696 2.16476 -0.22575  0.009
H 1.56553 -1.86556 1.01338  0.100
H 1.55562 -1.82543 -0.78007  0.011

***

Entry 3:
Below is C7H6F4N2O2 in the gas phase at a distorted geometry, with properties calculated with ωB97M-V/def2-TZVPD.

Summary:
Total energy, eV: -25297.708
Energy above the lowest of the compared OMol25 structures with the same formula, charge and spin, kJ/mol: 272.47
Max |F|, eV Å⁻¹: 4.18
Frontier orbital gap (spin up / spin down), eV: 8.6 / 8.2
LUMO (spin up / spin down), eV: -0.4 / -0.2
Charge: 0

Each line ends with the Löwdin charge.
Geometry (Å):
C -1.83149 0.96735 -1.04062  -0.432
C 2.25596 -1.14650 -0.99212  -0.392
C -2.11953 -0.45040 -0.47880  -0.145
C 2.42409 -0.34692 0.31183  -0.170
C -1.31580 -0.90451 0.79472  -0.010
C 1.60198 0.92966 0.18070  -0.237
C 0.53270 0.39726 -0.71562  -0.190
N -0.52917 1.21468 -1.29524  0.152
N 1.01200 -0.66993 -1.46586  0.194
O -2.69278 1.81965 -1.15325  0.093
O 3.06024 -1.86565 -1.43496  0.177
F -1.98519 -1.37772 -1.58300  -0.029
F 3.75930 -0.02224 0.53577  0.028
F -0.93629 -2.17364 1.10995  0.017
F 2.19575 1.92622 -0.52423  0.047
H -3.16077 -0.50139 -0.19779  0.138
H 2.04558 -0.95572 1.16082  0.176
H -1.28583 -0.32462 1.61616  0.074
H 1.35100 1.37238 1.18894  0.178
H -0.20379 2.20697 -1.49284  0.193
H 0.50364 -1.16068 -2.14673  0.140